ORCA calculation (the ωB97M-V functional and the def2-TZVPD basis) on a structure of composition C41H36AsCl2IN2OPReS.

gap between HOMO and LUMO (spin up / spin down) = 0.2226 / 0.1689 hartree
LUMO energy (spin up / spin down) = -9.323 / -10.784 eV
highest occupied orbital energy (spin up / spin down) = -15.38 / -15.38 eV
E_tot = -6039.469020 Eh
multiplicity = 2
net charge = +3
ΔE to the lowest compared entry with this formula, charge and spin = 39.8 kcal per mole

```
87
Properties=species:S:1:pos:R:3:lowdin_charge:R:1
Re 0.13616 -0.24832 -0.07919 0.75
Cl 2.03951 -0.50163 -1.20263 0.77
C 3.14953 0.75383 -0.79799 -0.61
C 4.34815 0.87600 -1.47501 -0.07
C 5.24161 1.86504 -1.07531 -0.02
C 4.93707 2.70535 -0.01730 -0.06
C 3.71330 2.59978 0.63630 -0.68
Cl 3.30100 3.64690 1.92363 0.75
C 2.78611 1.61753 0.23782 -0.66
S 1.23144 1.53347 1.02265 0.73
H 4.59054 0.22022 -2.29616 0.12
H 6.18376 1.97246 -1.59118 0.13
H 5.65001 3.44986 0.30332 0.13
N -1.82328 -3.09873 -2.99850 0.23
C -1.40211 -1.87942 -2.69054 -0.64
O -0.74918 -1.68360 -1.65655 -0.15
C -1.76280 -0.78802 -3.65273 -0.50
I -3.63102 0.05071 -2.94543 0.91
H -1.64164 -3.86981 -2.36921 0.11
H -2.36091 -3.28743 -3.82978 0.14
H -1.92260 -1.15464 -4.66241 0.07
H -1.03667 0.02253 -3.65783 0.06
N -1.63800 0.35380 0.45393 -0.07
C -2.65991 0.86521 0.68752 -0.09
C -3.83753 1.46615 1.10707 -0.21
C -4.61611 2.27472 0.26045 -0.02
C -5.75186 2.88317 0.74953 -0.04
C -6.13483 2.70175 2.07337 -0.02
C -5.36367 1.90679 2.91660 -0.04
C -4.22564 1.28863 2.45099 0.00
H -4.32055 2.41613 -0.76613 0.09
H -6.33508 3.50949 0.09376 0.12
H -7.02370 3.18395 2.44733 0.12
H -5.64345 1.77546 3.94894 0.12
H -3.61747 0.68196 3.10385 0.10
C 1.59540 -2.24021 2.50503 -0.36
C 1.56274 -3.07044 3.79755 -0.34
As 1.15838 -5.02129 3.56405 1.49
C -0.69292 -5.20099 4.22156 -0.39
C -1.67452 -5.85551 3.49772 -0.11
C -2.93445 -6.03797 4.04893 -0.05
C -3.20352 -5.57499 5.32507 -0.04
C -2.21576 -4.92976 6.04815 -0.06
C -0.95709 -4.73939 5.50441 -0.12
C 2.04489 -5.94563 5.03211 -0.37
C 2.96318 -5.38793 5.91721 -0.07
C 3.42169 -6.13667 6.98696 -0.03
C 3.03638 -7.46419 7.13661 0.00
C 2.12511 -8.02931 6.25167 -0.03
C 1.65791 -7.28262 5.18906 -0.09
P -0.04872 -1.77190 1.80154 0.95
C -0.90957 -3.22059 1.14007 -0.37
C -2.28511 -3.08853 0.94001 -0.09
C -2.99551 -4.09235 0.31034 -0.04
C -2.33852 -5.22477 -0.15087 -0.07
C -0.96758 -5.34840 0.02144 -0.08
C -0.24737 -4.34703 0.65624 -0.13
C -0.93890 -1.16833 3.26574 -0.37
C -1.88080 -1.94047 3.94262 -0.09
C -2.44654 -1.46173 5.11362 -0.05
C -2.08055 -0.22361 5.61760 -0.04
C -1.14945 0.55054 4.93886 -0.05
C -0.57814 0.08275 3.76923 -0.10
H 2.19711 -2.73053 1.73242 0.08
H 2.07182 -1.27634 2.72903 0.09
H 0.84334 -2.64177 4.50191 0.07
H 2.55957 -3.01272 4.24616 0.07
H -1.45644 -6.24118 2.51019 0.09
H -3.69280 -6.56247 3.49103 0.12
H -4.17472 -5.73624 5.76711 0.12
H -2.40702 -4.58761 7.05348 0.12
H -0.18403 -4.25305 6.08668 0.11
H 3.29917 -4.36651 5.80492 0.10
H 4.09149 -5.68694 7.70452 0.13
H 3.47952 -8.07032 7.91490 0.13
H 1.80294 -9.05137 6.37933 0.13
H 0.97805 -7.73201 4.47278 0.11
H -2.78507 -2.18718 1.26432 0.11
H -4.05856 -3.98696 0.16800 0.12
H -2.89429 -6.00797 -0.64396 0.12
H -0.45465 -6.22089 -0.35406 0.12
H 0.83030 -4.43666 0.73192 0.09
H -2.17374 -2.90929 3.56662 0.09
H -3.17766 -2.06129 5.63279 0.11
H -2.51596 0.13484 6.53833 0.12
H -0.87177 1.51967 5.32286 0.12
H 0.14047 0.68783 3.23407 0.04
```

***

ORCA calculation (the ωB97M-V functional and the def2-TZVPD basis) on a structure of composition C16H48BF4O8RbS8.

gap between HOMO and LUMO = 0.2562 hartree
LUMO energy = -1.123 eV
highest occupied orbital energy = -8.09 eV
E_tot = -4874.191289 Eh
ΔE to the lowest compared entry with this formula, charge and spin = 10.5 kcal per mole

```
86
Properties=species:S:1:pos:R:3:lowdin_charge:R:1
Rb -16.91581 13.64862 -22.25928 0.91
B -16.06020 11.14446 -20.52811 -1.41
F -15.19150 10.21542 -19.95881 0.12
F -15.87065 12.42398 -19.95406 0.03
F -15.68977 11.20092 -21.85102 0.05
F -17.41212 10.75192 -20.39029 0.10
C -13.27507 13.05087 -26.33401 -0.25
S -13.26141 11.21945 -26.04203 0.88
O -12.05734 10.99686 -25.11664 -0.58
C -14.84236 11.28196 -25.02836 -0.24
H -13.85956 13.23249 -27.23595 0.05
H -12.24891 13.37200 -26.51283 0.05
H -13.58486 13.58230 -25.43417 0.03
H -15.60690 11.96487 -25.39879 0.04
H -14.57532 11.61409 -24.02513 0.03
H -15.36790 10.32703 -25.02665 0.03
C -13.12833 13.88250 -20.58542 -0.23
S -12.91663 14.40476 -22.34228 0.86
O -14.20055 14.89749 -22.96716 -0.66
C -11.85703 15.93455 -21.95005 -0.22
H -12.20249 13.97840 -20.01821 0.06
H -13.47341 12.84861 -20.57604 0.03
H -13.89344 14.48594 -20.09699 0.06
H -11.00453 15.58194 -21.36952 0.04
H -12.40681 16.69256 -21.39215 0.05
H -11.45154 16.41439 -22.84080 0.05
C -15.72496 5.00069 -18.57636 -0.22
S -15.72893 5.94140 -20.19922 0.82
O -16.65205 5.24019 -21.17830 -0.56
C -16.58373 7.46888 -19.60048 -0.24
H -14.91850 5.43771 -17.98751 0.02
H -15.43854 3.98844 -18.86169 0.04
H -16.67512 4.86223 -18.06049 0.06
H -17.66042 7.34775 -19.48142 0.06
H -16.41927 8.25328 -20.33924 0.02
H -16.15162 7.86330 -18.68081 0.04
C -19.65899 10.67117 -17.76759 -0.26
S -21.21891 10.52365 -18.71341 0.86
O -22.35288 11.26382 -18.00924 -0.58
C -20.77060 11.79145 -19.97517 -0.25
H -19.40982 11.72444 -17.63861 0.06
H -18.88838 10.17285 -18.35575 0.03
H -19.67107 10.10471 -16.83643 0.05
H -20.56957 12.74357 -19.48409 0.06
H -21.64027 11.92319 -20.61893 0.05
H -19.87283 11.37424 -20.43127 0.01
C -16.36493 10.47751 -16.42829 -0.27
S -16.38289 11.84338 -15.21508 0.83
O -17.66085 12.59854 -15.14170 -0.56
C -16.37114 10.67096 -13.77038 -0.25
H -16.53254 10.91264 -17.41352 0.03
H -17.12202 9.71300 -16.25381 0.05
H -15.38458 10.00104 -16.42873 0.02
H -15.50321 10.01553 -13.69826 0.05
H -17.30461 10.11993 -13.65591 0.06
H -16.27109 11.27011 -12.86534 0.04
C -12.94050 8.28833 -18.37724 -0.28
S -13.08727 8.08729 -16.55159 0.83
O -13.52390 6.65496 -16.33127 -0.57
C -11.29000 8.16460 -16.04065 -0.25
H -13.92338 8.25234 -18.84707 -0.01
H -12.42399 7.44597 -18.83742 0.06
H -12.44658 9.25264 -18.49659 0.05
H -10.80138 9.13359 -16.14265 0.04
H -10.57184 7.60141 -16.63660 0.06
H -11.25065 8.01239 -14.96204 0.04
C -14.54669 7.96581 -22.78331 -0.23
S -13.22035 7.94515 -21.54404 0.81
O -12.19084 6.94613 -22.06002 -0.56
C -12.34278 9.60791 -21.74145 -0.20
H -15.07522 7.02964 -22.60349 0.02
H -14.31298 8.09216 -23.84044 0.06
H -15.21139 8.79906 -22.55533 0.04
H -11.46246 9.73316 -21.11102 0.05
H -13.09756 10.36750 -21.53792 0.02
H -12.02512 9.71590 -22.77852 0.03
C -19.17888 11.94623 -25.74010 -0.24
S -19.24040 10.19751 -25.16661 0.86
O -17.85980 9.51357 -25.26792 -0.56
C -19.61153 10.42808 -23.33450 -0.23
H -18.85007 11.96665 -26.77912 0.06
H -18.37616 12.31167 -25.09964 0.01
H -20.08510 12.47118 -25.43793 0.06
H -18.93351 11.09570 -22.80282 0.02
H -19.55786 9.42346 -22.91503 0.06
H -20.62266 10.78719 -23.14278 0.05
```

***

ORCA calculation (the ωB97M-V functional and the def2-TZVPD basis) on a cluster of 2 separate species, C3H11N2O2P in total.

gap between HOMO and LUMO = 0.3344 hartree
LUMO energy = 0.556 eV
highest occupied orbital energy = -8.54 eV
E_tot = -722.215542 Eh
ΔE to the lowest compared entry with this formula, charge and spin = 70.1 kcal per mole

```
19
Properties=species:S:1:pos:R:3:lowdin_charge:R:1
C 1.71075 -1.42299 1.16423 -0.03
C 0.53969 -2.87213 -0.24572 -0.10
C -2.72926 -0.46891 0.74228 -0.16
N -2.65448 2.85978 1.66206 0.04
N 0.75334 -1.57413 0.39649 -0.24
O -0.26093 1.07340 0.98924 -0.46
O -1.71006 -0.63859 -0.26049 -0.46
P -0.29772 0.22105 -0.19709 0.74
H -2.88058 3.71455 2.04475 -0.03
H 1.71621 -0.41957 1.66832 0.09
H 2.56788 -2.12294 1.35496 0.11
H -0.18085 -3.53455 0.35111 0.11
H 0.21662 -2.60140 -1.38463 0.14
H 1.46636 -3.34524 -0.27199 0.03
H -3.55197 0.07985 0.19273 0.09
H -2.33151 0.22960 1.49880 0.04
H -3.10211 -1.48914 1.11721 0.10
H -3.43452 2.30827 1.29631 0.01
H -2.26671 2.37059 2.43371 -0.01
```

***

Which of these has the highest E_tot?
C3H11N2O2P